The following is a quantum chemistry calculation of 2 unconnected molecules or ions with the total composition C4H14N2O, from the Open Molecules 2025 dataset.

As for the total charge: 0. As for the max |F|: 1.66 eV/Å. As for the energy above the lowest of the compared OMol25 structures with the same formula, charge and spin: 1.654 eV. Its SMILES is CNCCCN.O. The orbital gap is 9.69 eV. The spin multiplicity is 1. The calculation puts the LUMO energy at 0.0327 Eh.

Last column: natural (NBO) charge in e.
CARTESIAN COORDINATES (ANGSTROEM)
C (-0.753, -2.709, -0.233)  -0.42
N (-0.542, -1.387, -0.871)  -0.62
C (0.653, -0.720, -0.393)  -0.24
C (0.662, -0.506, 1.123)  -0.42
C (-0.525, 0.307, 1.636)  -0.22
N (-0.441, 1.685, 1.065)  -0.84
H (-1.044, -2.548, 0.806)  0.18
H (0.154, -3.343, -0.175)  0.16
H (-1.523, -3.223, -0.793)  0.20
H (-0.475, -1.638, -1.849)  0.36
H (0.591, 0.318, -0.735)  0.22
H (1.601, -1.161, -0.722)  0.17
H (0.885, -1.428, 1.673)  0.21
H (1.530, 0.128, 1.358)  0.20
H (-1.541, -0.066, 1.544)  0.20
H (-0.371, 0.391, 2.720)  0.16
H (-1.161, 2.292, 1.448)  0.36
H (0.329, 2.092, 1.599)  0.34
O (0.763, 2.753, -2.160)  -0.93
H (0.347, 2.702, -1.296)  0.47
H (1.591, 3.063, -1.802)  0.45